*A*
DFT (ωB97M-V/def2-TZVPD) results for a 3-piece molecular cluster, C2H11NO3 overall.

For the orbital gap, the calculation gives 9.081 eV. Its SMILES is CNCO.O.O. Its HOMO energy is -0.313 Ha.

```
! wB97M-V def2-TZVPD RIJCOSX def2/J DEFGRID3
* xyz 0 1
C 0.2849 -2.5784 -1.2372
N 0.3126 -1.1726 -1.3974
C -0.1361 -0.4045 -0.2837
O 0.9033 -0.1457 0.6119
H -0.8307 -2.8459 -1.4317
H 0.8405 -3.1086 -1.9976
H 0.6846 -2.9060 -0.2482
H 1.1951 -0.7823 -1.7553
H -0.8746 -1.0250 0.1999
H -0.6628 0.4922 -0.5453
H 1.4024 0.7824 0.4137
O 1.0337 3.0084 0.4525
H 0.6254 3.5588 -0.3454
H 0.1885 2.8771 0.9204
O -1.4025 1.6797 2.0577
H -2.2527 1.8495 2.5063
H -1.3116 0.7206 2.0791
*
```

Here are the Löwdin charges for atoms 1 to 6, given in e: number 1, C, carries -0.164; number 2, N, carries -0.142; number 3, C, carries -0.372; number 4, O, carries -0.099; number 5, H, carries 0.108; number 6, H, carries 0.065

***

*B*
DFT (ωB97M-V/def2-TZVPD) results for a 4-piece molecular cluster, C2H11NO3 overall.

For the orbital gap, the calculation gives 8.233 eV. Its SMILES is C=CN.O.O.O. Its HOMO energy is -0.282 Ha.

```
! wB97M-V def2-TZVPD RIJCOSX def2/J DEFGRID3
* xyz 0 1
C 2.6087 -0.9743 -0.6616
C 2.0998 -2.2444 -0.4276
N 0.7469 -2.3457 -0.2797
H 2.0965 -0.0857 -0.3046
H 3.4153 -0.7615 -1.3504
H 2.6825 -3.1482 -0.5154
H 0.2520 -1.8233 -0.8238
H 0.4064 -3.2913 -0.3159
O 0.2718 2.9934 0.7287
H 0.2104 1.9969 1.0118
H 1.2501 3.2228 0.7758
O -3.2328 1.3993 1.3172
H -2.8656 2.0666 1.8600
H -3.6747 0.7213 1.8380
O -1.2798 0.0740 -1.0107
H -1.8493 0.4344 -0.3050
H -1.4761 0.6664 -1.6588
*
```

Here are the Löwdin charges for atoms 1 to 6, given in e: number 1, C, carries -0.030; number 2, C, carries -0.260; number 3, N, carries 0.059; number 4, H, carries 0.024; number 5, H, carries 0.024; number 6, H, carries 0.091

***

What should be chosen as the most stable of them? Choose *A*.

***

*A*
DFT (ωB97M-V/def2-TZVPD) results for a 4-piece molecular cluster, C2H11NO3 overall.

For the orbital gap, the calculation gives 11.146 eV. Its SMILES is C=NC.O.O.O. Its HOMO energy is -0.383 Ha.

```
! wB97M-V def2-TZVPD RIJCOSX def2/J DEFGRID3
* xyz 0 1
C -0.8912 1.1734 -0.4983
N -0.0142 0.7327 0.2888
C -0.2806 -0.5415 0.9475
H -0.8536 2.1930 -0.8847
H -1.7908 0.6217 -0.8012
H 0.2313 -1.3866 0.4853
H -1.3389 -0.7783 1.0654
H 0.1388 -0.4718 1.9533
O 0.8790 2.3715 2.9085
H 0.1588 2.4537 3.5159
H 0.4803 2.0209 2.1318
O 1.6778 -0.7312 -1.8160
H 1.2910 0.0713 -1.4355
H 2.5031 -0.8145 -1.3561
O -1.1147 -2.2418 -2.1894
H -0.4162 -1.6034 -2.3433
H -0.6597 -3.0693 -1.9719
*
```

Here are the Löwdin charges for atoms 1 to 6, given in e: number 1, C, carries -0.060; number 2, N, carries -0.103; number 3, C, carries -0.131; number 4, H, carries 0.076; number 5, H, carries 0.087; number 6, H, carries 0.070

***

*B*
DFT (ωB97M-V/def2-TZVPD) results for a 4-piece molecular cluster, C2H11NO3 overall.

For the orbital gap, the calculation gives 8.821 eV. Its SMILES is C=CN.O.O.O. Its HOMO energy is -0.313 Ha.

```
! wB97M-V def2-TZVPD RIJCOSX def2/J DEFGRID3
* xyz 0 1
C -1.5969 -2.8399 -0.0610
C -0.9933 -2.0530 0.8242
N -1.1435 -2.1935 2.2006
H -2.3347 -3.6155 0.1058
H -1.4324 -2.6807 -1.1220
H -0.2392 -1.3723 0.4653
H -1.7351 -2.9427 2.4895
H -0.3559 -1.9356 2.7722
O 0.3062 0.1675 -1.8116
H 0.0701 0.0771 -0.8916
H -0.3336 0.5347 -2.4196
O 1.3384 5.2369 -1.7388
H 2.1417 5.5329 -1.2925
H 1.2742 4.3262 -1.4284
O 2.0396 1.3439 0.6784
H 1.4785 1.5903 -0.0636
H 1.5159 0.8238 1.2929
*
```

Here are the Löwdin charges for atoms 1 to 6, given in e: number 1, C, carries -0.028; number 2, C, carries -0.299; number 3, N, carries 0.033; number 4, H, carries 0.047; number 5, H, carries 0.039; number 6, H, carries 0.073

***

What should be chosen as the most stable of them? Choose *A*.

***

*A*
DFT (ωB97M-V/def2-TZVPD) results for a 4-piece molecular cluster, C2H11NO3 overall.

For the orbital gap, the calculation gives 8.890 eV. Its SMILES is C=CN.O.O.O. Its HOMO energy is -0.299 Ha.

```
! wB97M-V def2-TZVPD RIJCOSX def2/J DEFGRID3
* xyz 0 1
C -1.9070 0.1285 1.0756
C -2.0592 -0.4833 -0.1072
N -1.6310 0.0440 -1.3191
H -1.4895 1.1247 1.1275
H -2.3545 -0.4124 1.9118
H -2.5190 -1.4622 -0.2006
H -0.8401 0.6633 -1.2353
H -1.7054 -0.5194 -2.1406
O 1.2874 -1.3569 1.6485
H 1.1296 -2.2377 1.9899
H 0.4277 -1.0153 1.3607
O 2.8285 -0.0700 -0.5051
H 2.1579 -0.4099 0.1064
H 3.3903 0.4900 0.0358
O 0.7305 1.8087 -1.1493
H 1.4003 1.1023 -1.1322
H 1.1535 2.6055 -1.4669
*
```

Here are the Löwdin charges for atoms 1 to 6, given in e: number 1, C, carries -0.055; number 2, C, carries -0.302; number 3, N, carries 0.051; number 4, H, carries 0.053; number 5, H, carries 0.045; number 6, H, carries 0.099

***

*B*
DFT (ωB97M-V/def2-TZVPD) results for a 3-piece molecular cluster, C2H11NO3 overall.

For the orbital gap, the calculation gives 10.423 eV. Its SMILES is CNCO.O.O. Its HOMO energy is -0.357 Ha.

```
! wB97M-V def2-TZVPD RIJCOSX def2/J DEFGRID3
* xyz 0 1
C -0.6343 -1.3185 -0.9498
N -0.4695 -0.4444 0.2422
C 0.3664 -1.1191 1.2395
O -0.2597 -2.2611 1.7494
H -0.8071 -2.3054 -0.6738
H 0.2749 -1.1390 -1.7315
H -1.5316 -1.1155 -1.6770
H -1.3091 -0.2135 0.7233
H 1.2390 -1.4691 0.7140
H 0.6130 -0.3912 2.0946
H 0.1535 -2.6445 2.4752
O -1.1654 4.3569 -0.7857
H -1.2005 4.5953 0.1835
H -2.0951 4.3842 -1.0118
O 2.4932 0.3302 -1.2334
H 1.6117 0.0837 -1.0176
H 2.7207 0.6712 -0.3412
*
```

Here are the Löwdin charges for atoms 1 to 6, given in e: number 1, C, carries -0.123; number 2, N, carries -0.098; number 3, C, carries -0.325; number 4, O, carries -0.036; number 5, H, carries 0.031; number 6, H, carries 0.117

***

What should be chosen as the most stable of them? Choose *A*.